1.
This record from the Open Molecules 2025 dataset describes 2 unconnected molecules or ions with the total composition CH2ClO2S in a non-equilibrium geometry. The level of theory is ωB97M-V/def2-TZVPD.

Element x y z (Å)
C (-0.66096, -0.43056, 0.53331)
O (0.00818, 1.90814, 0.97584)
O (-1.43541, 1.66628, -1.07786)
S (-0.47113, 1.08736, -0.10871)
Cl (3.36433, -2.48726, -1.41119)
H (-0.61661, -1.00127, -0.36949)
H (-0.18840, -0.74268, 1.45810)

For the HOMO-LUMO gap, the calculation gives 4.4 eV. The net charge is -1.

2.
This record from the Open Molecules 2025 dataset describes a molecular structure, C34H57IMoN6O2SbSi3 in a non-equilibrium geometry. The level of theory is ωB97M-V/def2-TZVPD.

Element x y z (Å)
Mo (-1.11010, 0.64856, 0.35160)
C (-0.77755, 4.47779, -0.53012)
Sb (-2.10305, 2.87802, -1.27745)
C (-0.27411, 1.26861, 1.94147)
C (1.15371, 1.28641, 2.21673)
C (1.71303, 0.63732, 3.36829)
C (3.02783, 0.78153, 3.71876)
C (3.86979, 1.46565, 2.88737)
C (3.24742, 2.04770, 1.77350)
N (1.93575, 2.07668, 1.50573)
Si (-1.40998, 2.18669, 3.14417)
C (-1.08262, 4.03121, 3.46547)
C (-3.20862, 2.35890, 2.62451)
C (-1.53416, 1.26558, 4.81174)
C (-1.18214, 1.79648, -3.12663)
C (-0.33528, 0.67270, -2.66345)
C (0.19633, -0.22156, -3.61263)
C (1.31420, -0.95611, -3.25689)
C (1.85561, -0.94739, -1.96734)
C (1.31708, 0.01631, -1.12452)
N (0.13324, 0.58520, -1.36170)
Si (-2.71581, 1.31758, -4.28763)
C (-3.61241, -0.29042, -3.76191)
C (-2.46355, 0.94433, -6.15670)
C (-4.04043, 2.69763, -4.31339)
Si (0.11864, 3.19697, -3.89553)
C (0.84008, 2.42870, -5.40564)
C (1.47134, 3.44336, -2.63182)
C (-0.98446, 4.67536, -4.23581)
H (0.09425, 4.22853, 0.05028)
H (-1.46584, 5.07899, 0.13300)
H (-0.58574, 5.16699, -1.36105)
H (1.09705, -0.10734, 3.83079)
H (3.32010, 0.43181, 4.69234)
H (4.91792, 1.56941, 2.97264)
H (3.91800, 2.60774, 1.04565)
H (-0.67012, 4.55366, 2.60537)
H (-0.43464, 4.26457, 4.33614)
H (-2.06436, 4.47030, 3.76361)
H (-3.19634, 2.80523, 1.64523)
H (-3.76523, 2.97853, 3.37025)
H (-3.69766, 1.37694, 2.51206)
H (-0.79103, 0.42836, 4.80851)
H (-2.52239, 0.78669, 4.88379)
H (-1.33252, 1.80107, 5.76064)
H (-0.35383, -0.26392, -4.56826)
H (1.77039, -1.62345, -4.01181)
H (2.58722, -1.64975, -1.66394)
H (1.88779, 0.36995, -0.20875)
H (-3.02179, -1.14703, -4.14137)
H (-4.67805, -0.31008, -4.17447)
H (-3.63572, -0.42328, -2.64336)
H (-2.07576, -0.07252, -6.35223)
H (-1.87534, 1.65387, -6.69203)
H (-3.45499, 1.07082, -6.59848)
H (-4.52211, 2.78706, -3.28759)
H (-4.84345, 2.34684, -5.02680)
H (-3.65138, 3.67515, -4.59207)
H (1.52606, 1.58985, -5.29175)
H (1.28008, 3.22305, -5.99694)
H (0.02685, 2.05593, -6.07007)
H (2.42555, 3.26066, -3.13934)
H (1.47853, 2.81380, -1.71478)
H (1.52797, 4.49240, -2.31922)
H (-0.49406, 5.21676, -5.13667)
H (-0.99775, 5.35373, -3.36517)
H (-1.99818, 4.50306, -4.57675)
N (4.32442, -6.11348, 1.05051)
C (3.97737, -6.23428, -0.29330)
O (3.08828, -7.00559, -0.69755)
C (4.75342, -5.34675, -1.24217)
I (5.14881, -3.29242, -0.49623)
H (4.16007, -6.93695, 1.59894)
H (5.32277, -5.85684, 1.13591)
H (4.21519, -5.23104, -2.15700)
H (5.75624, -5.66354, -1.46898)
C (3.90131, -2.80230, 3.09152)
N (4.88262, -2.84299, 4.13091)
C (4.48019, -2.50103, 5.37951)
N (5.51283, -2.36100, 6.30112)
O (3.30010, -2.33007, 5.72233)
H (2.95072, -2.86833, 3.62821)
H (4.06548, -3.59543, 2.40749)
H (4.02269, -1.86394, 2.52885)
H (5.88140, -3.03335, 3.98491)
H (6.50483, -2.33621, 6.02013)
H (5.25879, -2.10529, 7.27216)
C (-3.48042, -1.29443, 3.46163)
C (-3.58441, -2.12018, 2.19862)
C (-4.54601, -3.08810, 2.13902)
C (-4.56489, -4.10096, 1.14747)
C (-3.60169, -4.05512, 0.17126)
C (-2.67786, -3.00509, 0.06959)
C (-1.77781, -2.89809, -1.09359)
C (-2.72598, -1.94510, 1.06474)
N (-2.15851, -0.76824, 0.85951)
H (-3.75212, -1.88720, 4.35617)
H (-4.18105, -0.41373, 3.47534)
H (-2.48694, -0.89492, 3.52932)
H (-5.43282, -3.03876, 2.79877)
H (-5.35880, -4.81889, 1.11193)
H (-3.64330, -4.80560, -0.60714)
H (-1.15876, -1.98358, -1.13548)
H (-2.38833, -2.94869, -2.00532)
H (-1.07709, -3.74664, -1.11664)

For the HOMO-LUMO gap (alpha / beta), the calculation gives 2.7 / 2.7 eV. The net charge is +3.

3.
This record from the Open Molecules 2025 dataset describes 2 unconnected molecules or ions with the total composition C4H12 in a non-equilibrium geometry. The level of theory is ωB97M-V/def2-TZVPD.

Element x y z (Å)
C (1.88955, -1.53712, -0.10102)
C (1.66134, -0.98364, 1.31724)
H (1.76389, -0.80436, -0.89177)
H (2.85408, -2.02263, -0.27565)
H (1.23863, -2.40978, -0.21907)
H (1.08201, -0.05830, 1.27259)
H (2.63517, -0.68781, 1.70358)
H (1.07643, -1.61520, 1.97016)
C (-1.67413, 0.90930, -1.21755)
C (-1.89057, 1.70434, 0.07259)
H (-1.26710, -0.09760, -1.05509)
H (-2.55178, 0.88552, -1.85379)
H (-0.85564, 1.19872, -1.89324)
H (-2.18850, 0.94352, 0.78866)
H (-2.78246, 2.32811, 0.04499)
H (-0.99091, 2.24691, 0.33737)

For the HOMO-LUMO gap, the calculation gives 12.5 eV. Its structure (SMILES) is CC.CC.